*P*
C7H15N | ωB97M-V/def2-TZVPD

Each line ends with the Mulliken charge.
Cartesian coordinates (Å):
1 C -1.455 1.784 2.037  -1.27
2 C -0.497 1.516 0.762  0.61
3 C -1.210 0.500 -0.115  -1.02
4 C -0.534 0.094 -1.420  -0.81
5 C 0.867 -0.578 -1.525  -0.49
6 C 1.044 -1.648 -0.499  -0.01
7 C 1.155 -2.959 -0.763  -0.92
8 N 0.887 0.710 1.293  -0.56
9 H -2.303 2.366 1.664  0.37
10 H -0.890 2.408 2.759  0.37
11 H -1.775 0.875 2.628  0.33
12 H -0.543 2.504 0.171  0.13
13 H -2.135 0.988 -0.327  0.46
14 H -1.471 -0.336 0.472  0.45
15 H -0.637 1.049 -2.079  0.23
16 H -1.068 -0.598 -2.087  0.36
17 H 1.817 0.208 -1.426  0.23
18 H 1.012 -0.971 -2.642  0.33
19 H 1.170 -1.359 0.490  0.32
20 H 1.446 -3.660 -0.013  0.28
21 H 1.028 -3.398 -1.731  0.30
22 H 0.606 1.319 0.270  0.10
23 H 1.319 1.379 1.940  0.20

Summary:
* HOMO level: -9.18 eV
* spin multiplicity: 1
* frontier orbital gap: 10.15 eV

=====

*Q*
C7H15N | ωB97M-V/def2-TZVPD

Each line ends with the Mulliken charge.
Cartesian coordinates (Å):
1 C 0.295 -1.679 -1.743  -0.54
2 C 2.047 -0.371 -1.488  -1.10
3 N -0.101 -2.233 -0.574  -0.32
4 H 0.387 -3.018 -0.162  0.20
5 H -0.637 -1.671 0.073  0.25
6 H 0.826 -2.370 -2.396  0.34
7 H 0.543 -0.530 -1.827  0.33
8 H 2.633 -0.460 -2.400  0.37
9 H 1.875 0.671 -1.220  0.20
10 H 2.498 -0.909 -0.658  0.29
11 C 0.237 0.783 1.932  -1.28
12 C -1.084 0.609 1.232  0.94
13 C -1.332 1.375 0.008  -0.09
14 C -2.000 -0.267 1.670  -0.98
15 C -0.521 2.297 -0.511  -0.90
16 H -2.277 1.172 -0.486  0.24
17 H 1.065 0.535 1.264  0.21
18 H 0.374 1.820 2.248  0.37
19 H 0.303 0.146 2.814  0.36
20 H -1.846 -0.850 2.569  0.29
21 H -2.944 -0.404 1.156  0.28
22 H 0.444 2.531 -0.082  0.27
23 H -0.784 2.824 -1.419  0.25

Summary:
* HOMO level: -7.04 eV
* spin multiplicity: 1
* frontier orbital gap: 7.85 eV

=====

*R*
C7H15N | ωB97M-V/def2-TZVPD

Each line ends with the Mulliken charge.
Cartesian coordinates (Å):
1 C -1.724 -0.123 -0.271  0.39
2 C 0.630 -0.825 0.009  -0.63
3 C 2.673 0.466 -1.125  -1.22
4 C -2.466 1.070 -0.854  -1.47
5 C -2.332 -0.577 1.053  -1.30
6 N -0.191 0.316 -0.128  -0.33
7 C 2.168 -0.225 0.097  0.71
8 C 2.845 -0.335 1.227  -1.00
9 H -0.120 0.903 0.699  0.32
10 H -1.748 -0.952 -0.987  0.30
11 H 0.553 -1.444 -0.890  0.35
12 H 0.471 -1.439 0.907  0.29
13 H 2.774 -0.245 -1.945  0.26
14 H 1.959 1.230 -1.431  0.29
15 H 3.647 0.925 -0.954  0.37
16 H -2.276 0.226 1.790  0.32
17 H -2.003 1.382 -1.787  0.34
18 H -3.506 0.816 -1.061  0.41
19 H -2.446 1.906 -0.157  0.33
20 H -1.813 -1.449 1.449  0.34
21 H -3.382 -0.844 0.927  0.39
22 H 2.416 -0.777 2.115  0.26
23 H 3.872 -0.007 1.317  0.29

Summary:
* HOMO level: -8.93 eV
* SMILES string: C=C(C)CNC(C)C
* spin multiplicity: 1
* frontier orbital gap: 9.98 eV

=====

Short version: *P* is the least stable of them.

=====

*P*
H20HeO10 | ωB97M-V/def2-TZVPD

Each line ends with the Mulliken charge.
Cartesian coordinates (Å):
1 He 0.252 -0.021 -0.099  0.02
2 O -1.972 1.536 0.455  -0.66
3 H -1.770 0.679 0.831  0.43
4 H -2.809 1.411 0.008  0.26
5 O 2.993 1.028 -0.290  -0.64
6 H 3.562 1.573 -0.833  0.28
7 H 2.326 1.631 0.039  0.34
8 O 0.607 2.808 0.065  -0.64
9 H 0.649 3.138 0.963  0.31
10 H -0.270 2.431 -0.011  0.36
11 O -0.626 1.830 -3.169  -0.62
12 H -0.617 2.784 -3.095  0.30
13 H -1.553 1.595 -3.131  0.33
14 O -2.223 -1.999 -1.147  -0.71
15 H -1.898 -1.512 -0.390  0.38
16 H -1.716 -2.811 -1.146  0.30
17 O 2.205 -1.736 -0.667  -0.69
18 H 2.064 -1.877 -1.603  0.31
19 H 2.227 -0.784 -0.568  0.33
20 O -1.393 -0.915 1.484  -0.66
21 H -2.032 -1.399 2.006  0.26
22 H -0.682 -0.719 2.095  0.36
23 O 2.954 -2.151 2.089  -0.71
24 H 2.622 -2.258 1.198  0.41
25 H 2.746 -2.978 2.524  0.34
26 O 0.862 -0.582 3.155  -0.71
27 H 1.351 0.173 3.483  0.29
28 H 1.528 -1.147 2.762  0.39
29 O -2.945 0.186 -2.667  -0.62
30 H -3.595 0.701 -2.189  0.28
31 H -2.848 -0.615 -2.153  0.37

Summary:
* HOMO level: -10.57 eV
* spin multiplicity: 1
* frontier orbital gap: 10.85 eV

=====

*Q*
H20HeO10 | ωB97M-V/def2-TZVPD

Each line ends with the Mulliken charge.
Cartesian coordinates (Å):
1 He -0.236 0.201 0.322  0.02
2 O 2.392 -0.890 1.459  -0.61
3 H 3.079 -1.168 2.065  0.28
4 H 1.609 -1.354 1.755  0.36
5 O 3.266 2.984 0.984  -0.64
6 H 3.001 2.190 0.521  0.41
7 H 3.463 3.613 0.290  0.29
8 O 2.705 0.993 -0.866  -0.72
9 H 2.513 0.251 -0.292  0.32
10 H 1.855 1.243 -1.227  0.43
11 O -2.980 -0.379 -2.803  -0.68
12 H -3.022 -0.633 -1.881  0.32
13 H -3.893 -0.250 -3.059  0.30
14 O -1.763 2.649 0.570  -0.64
15 H -1.896 3.588 0.443  0.28
16 H -0.956 2.454 0.094  0.32
17 O 0.310 -2.519 2.553  -0.69
18 H -0.449 -3.044 2.297  0.31
19 H 0.169 -2.331 3.481  0.26
20 O 1.346 -4.148 0.599  -0.60
21 H 0.926 -3.419 1.056  0.35
22 H 0.751 -4.887 0.729  0.31
23 O -0.547 -1.481 -2.726  -0.72
24 H -0.240 -1.458 -3.632  0.34
25 H -1.446 -1.153 -2.769  0.42
26 O 0.172 1.268 -2.045  -0.66
27 H 0.154 0.358 -2.340  0.35
28 H -0.210 1.763 -2.770  0.27
29 O -3.362 1.565 2.658  -0.63
30 H -2.801 1.651 1.888  0.38
31 H -3.913 2.347 2.643  0.28

Summary:
* HOMO level: -10.14 eV
* spin multiplicity: 1
* frontier orbital gap: 10.18 eV

=====

Short version: *Q* is the least stable of them.

=====

*P*
C4H10N4 | ωB97M-V/def2-TZVPD

Each line ends with the Mulliken charge.
Cartesian coordinates (Å):
1 C 0.030 -0.754 1.447  -0.62
2 C -1.830 0.348 -1.057  -0.87
3 N -1.134 0.747 0.151  -0.46
4 C 0.252 0.319 0.442  1.41
5 N 0.253 -2.041 1.146  -0.29
6 C 1.711 0.505 -1.403  -0.37
7 N 0.941 -0.245 -0.750  -0.55
8 N 0.923 0.946 1.479  -0.90
9 H -1.228 1.723 0.408  0.29
10 H -0.570 -0.561 2.329  0.32
11 H 0.232 -2.733 1.879  0.22
12 H 0.735 -2.203 0.269  0.27
13 H 1.599 1.615 1.108  0.18
14 H -1.873 -0.741 -1.109  0.26
15 H -1.360 0.710 -1.981  0.26
16 H -2.850 0.732 -1.019  0.34
17 H 2.302 0.078 -2.209  0.27
18 H 1.867 1.556 -1.131  0.23

Summary:
* HOMO level: -7.56 eV
* spin multiplicity: 1
* frontier orbital gap: 8.53 eV

=====

*Q*
C4H10N4 | ωB97M-V/def2-TZVPD

Each line ends with the Mulliken charge.
Cartesian coordinates (Å):
1 C 1.128 -0.615 1.169  -0.94
2 C -0.393 -0.451 0.883  0.34
3 C -0.977 -1.182 -0.277  -0.68
4 C -0.351 0.654 -1.398  -0.01
5 H 2.935 0.225 0.882  0.26
6 H 2.341 -0.963 -0.519  0.29
7 H 1.170 -0.077 2.169  0.39
8 H 1.311 -1.711 1.378  0.33
9 H -1.093 -0.888 1.640  0.28
10 H -2.127 -1.158 -0.292  0.31
11 H -0.848 -2.362 -0.329  0.30
12 H -0.275 1.245 -2.368  0.37
13 H 0.483 1.936 -0.084  0.31
14 H -1.842 1.001 0.775  0.35
15 N 2.095 -0.077 0.252  -0.57
16 N -0.673 -0.612 -1.623  -0.53
17 N -0.429 1.493 -0.298  -0.35
18 N -0.779 0.956 0.881  -0.45

Summary:
* HOMO level: -8.90 eV
* SMILES string: NC[C@@H]1CN=CNN1
* spin multiplicity: 1
* frontier orbital gap: 9.64 eV

=====

*R*
C4H10N4 | ωB97M-V/def2-TZVPD

Each line ends with the Mulliken charge.
Cartesian coordinates (Å):
1 C -0.360 0.094 0.548  -0.09
2 N -0.859 -1.607 -0.185  -0.41
3 C 1.019 -0.141 0.264  0.36
4 N -2.048 -1.381 -0.958  -0.50
5 N -1.049 1.023 -0.239  -0.54
6 C 1.609 2.346 0.731  -0.21
7 C 1.913 -0.944 -0.275  -0.77
8 N 1.826 1.169 1.143  -0.56
9 H -1.095 -2.056 0.703  0.19
10 H -0.614 0.107 1.608  0.37
11 H -2.910 -1.638 -0.472  0.19
12 H -1.987 -1.919 -1.822  0.22
13 H -2.027 1.006 0.039  0.26
14 H -1.054 0.682 -1.208  0.33
15 H 0.832 2.622 -0.008  0.23
16 H 2.218 3.192 1.094  0.27
17 H 2.965 -0.698 -0.187  0.32
18 H 1.620 -1.857 -0.778  0.34

Summary:
* HOMO level: -7.94 eV
* spin multiplicity: 1
* frontier orbital gap: 8.78 eV

=====

*S*
C4H10N4 | ωB97M-V/def2-TZVPD

Each line ends with the Mulliken charge.
Cartesian coordinates (Å):
1 C 0.290 1.297 -1.726  -0.77
2 C -1.097 -1.233 -0.089  -1.33
3 N 0.731 0.514 -0.597  0.45
4 C -0.378 -0.038 0.496  0.64
5 N 1.163 -0.861 1.283  -0.21
6 C -1.046 0.879 1.229  -1.07
7 N 1.738 -0.312 -0.793  -0.38
8 N 2.056 -1.058 0.171  -0.46
9 H 1.310 -0.006 1.818  0.35
10 H 1.215 -1.658 1.906  0.27
11 H -0.350 2.095 -1.345  0.31
12 H 1.155 1.738 -2.221  0.30
13 H -0.273 0.697 -2.449  0.29
14 H -1.645 -0.931 -0.981  0.29
15 H -0.391 -2.017 -0.365  0.37
16 H -1.818 -1.630 0.624  0.36
17 H -2.097 0.756 1.433  0.27
18 H -0.562 1.768 1.605  0.32

Summary:
* HOMO level: -7.67 eV
* spin multiplicity: 1
* frontier orbital gap: 8.68 eV

=====

Short version: *R* is the least stable of them.

=====

*P*
C4H10N4 | ωB97M-V/def2-TZVPD

Each line ends with the Mulliken charge.
Cartesian coordinates (Å):
1 C 0.857 -0.125 -0.738  -0.23
2 C -0.114 -0.390 0.382  -0.15
3 N 0.652 -0.902 -1.894  -0.46
4 N 0.056 0.395 1.550  -0.57
5 C -1.663 -0.049 -0.338  -0.33
6 C -2.582 0.625 0.329  -0.70
7 N 2.316 -0.506 -0.005  -0.08
8 N 2.877 0.218 0.771  -0.43
9 H 0.891 0.947 -0.983  0.45
10 H -0.129 -1.452 0.634  0.41
11 H 0.598 -1.894 -1.703  0.23
12 H 1.201 -0.603 -2.688  0.21
13 H 0.549 -0.074 2.298  0.26
14 H -0.005 1.390 1.372  0.26
15 H 2.311 1.071 1.073  0.25
16 H -1.827 -0.401 -1.351  0.35
17 H -2.411 0.947 1.349  0.28
18 H -3.577 0.803 -0.058  0.26

Summary:
* HOMO level: -7.76 eV
* SMILES string: [H]/N=N\[C@@H](N)[C@@H](N)C=C
* spin multiplicity: 1
* frontier orbital gap: 8.83 eV

=====

*Q*
C4H10N4 | ωB97M-V/def2-TZVPD

Each line ends with the Mulliken charge.
Cartesian coordinates (Å):
1 C -1.229 -0.544 1.062  1.09
2 C -0.853 -0.496 2.527  -1.08
3 C -0.411 -1.683 0.448  -1.26
4 C 1.285 0.926 -2.162  -0.76
5 N -2.001 0.255 0.470  -0.18
6 N -2.007 0.474 -0.808  -1.02
7 N -0.938 0.583 -1.494  0.53
8 N 0.286 0.488 -1.113  -0.38
9 H -0.707 -1.590 2.926  0.26
10 H -1.518 -0.059 3.261  0.36
11 H 0.162 -0.057 2.620  0.27
12 H -0.614 -1.941 -0.571  0.31
13 H -0.475 -2.564 1.035  0.47
14 H 0.586 -1.169 0.557  0.30
15 H 1.344 0.151 -2.973  0.28
16 H 0.956 1.808 -2.794  0.24
17 H 2.189 1.166 -1.559  0.28
18 H -1.153 0.783 -2.437  0.28

Summary:
* HOMO level (alpha / beta): -7.63 / -7.63 eV
* spin multiplicity: 1
* frontier orbital gap (alpha / beta): 8.44 / 8.44 eV

=====

*R*
C4H10N4 | ωB97M-V/def2-TZVPD

Each line ends with the Mulliken charge.
Cartesian coordinates (Å):
1 C -2.741 -1.067 -0.277  -0.63
2 C -1.765 1.321 0.113  -0.76
3 C 0.667 -0.280 0.076  -0.02
4 C 3.727 0.225 -0.494  -0.21
5 H -2.693 -2.324 -0.134  0.26
6 H -3.076 -0.717 -1.392  0.23
7 H -3.512 -0.671 0.542  0.20
8 H -2.012 1.396 1.233  0.31
9 H -2.420 1.549 -0.734  0.34
10 H -0.649 1.871 0.162  0.23
11 H 0.893 0.202 -0.905  0.35
12 H 2.001 -0.917 1.692  0.31
13 H 3.581 1.348 -0.072  0.26
14 H 4.712 0.059 -1.030  0.28
15 N -1.484 -0.316 -0.153  0.24
16 N -0.418 -0.599 0.633  -0.73
17 N 2.045 -0.176 0.861  -0.33
18 N 3.144 -0.903 -0.123  -0.33

Summary:
* HOMO level: -7.79 eV
* SMILES string: C=NN/C=N/N(C)C
* spin multiplicity: 1
* frontier orbital gap: 8.61 eV

=====

*S*
C4H10N4 | ωB97M-V/def2-TZVPD

Each line ends with the Mulliken charge.
Cartesian coordinates (Å):
1 C 1.316 0.968 -0.027  -1.05
2 N 0.024 0.551 0.530  0.42
3 N -1.170 -0.387 -1.069  -0.26
4 C -1.173 0.698 -0.274  0.45
5 N -0.179 0.796 1.921  -0.83
6 C -0.143 -1.393 -0.518  -0.02
7 C 0.657 -2.123 -1.314  -0.75
8 N -2.194 1.409 0.048  -0.83
9 H -2.059 -0.674 -1.459  0.28
10 H 0.348 0.103 2.452  0.24
11 H 0.172 1.721 2.167  0.25
12 H -1.948 1.882 0.924  0.28
13 H -0.400 -1.784 0.461  0.25
14 H 1.274 1.054 -1.114  0.33
15 H 2.066 0.222 0.245  0.34
16 H 1.626 1.924 0.403  0.37
17 H 0.844 -1.837 -2.342  0.29
18 H 0.938 -3.131 -1.035  0.25

Summary:
* HOMO level: -8.56 eV
* SMILES string: [H]/N=C(/NC=C)N(C)N
* spin multiplicity: 1
* frontier orbital gap: 9.41 eV

=====

Short version: *R* is the least stable of them.